one | The following is a quantum chemistry calculation of 2 unconnected molecules or ions with the total composition C5H7NS2, from OMol25.

Calculated values
E_LUMO (alpha / beta) (eV): -1.160 / -0.349
Molar mass (g/mol): 145.25
HOMO-LUMO gap (alpha / beta) (eV): 6.0485 / 7.6389

```
! wB97M-V def2-TZVPD RIJCOSX def2/J DEFGRID3
* xyz 0 1
C -0.116 -1.178 -1.424
C -1.208 -1.418 -0.478
C 0.259 0.075 -1.216
C -1.319 -0.280 0.249
C -0.360 1.833 0.374
N -0.493 0.644 -0.178
S 2.665 -0.473 1.296
S 1.726 1.099 2.081
H 0.124 -1.858 -2.231
H -1.746 -2.268 -0.406
H 0.932 0.603 -1.695
H -1.639 -0.219 1.219
H -1.068 2.353 0.986
H 0.500 2.431 -0.034
H 1.743 -1.345 1.457
*
```


two | The following is a quantum chemistry calculation of C5H7NS2 in the gas phase, from OMol25.

Calculated values
E_LUMO (eV): 0.207
Molar mass (g/mol): 145.25
HOMO-LUMO gap (eV): 7.7668

```
! wB97M-V def2-TZVPD RIJCOSX def2/J DEFGRID3
* xyz 0 1
C -1.397 0.357 -0.077
C -0.649 -0.859 -0.127
C -2.759 0.134 0.028
C -0.793 1.742 -0.074
C 0.897 -1.038 -0.074
N -1.441 -1.984 -0.096
S -3.906 1.298 0.010
S -3.050 -1.622 0.102
H 0.035 1.600 -0.847
H -0.367 1.688 0.912
H -1.419 2.565 -0.183
H 1.099 0.062 0.040
H 1.351 -1.361 -0.925
H 1.218 -1.557 0.848
H -1.013 -2.865 0.052
*
```


Pick the most stable structure from those above. Pick: two